Entry i
Density functional theory data (ωB97M-V/def2-TZVPD) for 2 unconnected molecules or ions with the total composition C3H11NO2.

Bonds (Å) are listed after each position.
Atoms and positions in Å:
1 H 0.6142 -0.1504 3.0201  C16 1.093
2 O 0.1114 0.8361 -3.3216  H4 0.975, H6 0.972
3 H -0.3756 -1.3763 1.0278  C5 1.105
4 H -0.7028 1.1546 -2.8900  O2 0.975
5 C 0.3917 -0.5815 1.0122  H3 1.105, N10 1.447, H15 1.086, C16 1.560
6 H 0.6238 1.5561 -2.9164  O2 0.972
7 O -1.4436 0.2555 2.2875  H14 0.968, C16 1.407
8 H 1.0438 -1.8546 -1.0814  C11 1.082
9 H 0.1537 1.3270 2.0908  C16 1.088
10 N 0.3339 0.0429 -0.2924  C5 1.447, C11 1.445, H12 1.015
11 C 0.6971 -0.8663 -1.3545  H8 1.082, N10 1.445, H13 1.093, H17 1.089
12 H -0.4903 0.5854 -0.5295  N10 1.015
13 H 1.5078 -0.3925 -1.9148  C11 1.093
14 H -1.7523 -0.5530 2.7214  O7 0.968
15 H 1.3381 -1.1134 1.0416  C5 1.086
16 C -0.0374 0.2670 2.2483  H1 1.093, C5 1.560, O7 1.407, H9 1.088
17 H -0.1022 -1.1170 -2.0507  C11 1.089

Expectation value of S²   0.754
HOMO (alpha / beta)   -15.205 / -15.181 eV
2S+1   2
Charge   +1
E_LUMO (alpha / beta)   -3.41 / -8.11 eV
Frontier orbital gap (alpha / beta)   0.4333 / 0.2598 hartree

Atom charges from the Löwdin analysis, given in e for atoms 1 to 8: 0.13, -0.06, 0.17, 0.06, -0.12, 0.06, -0.04, 0.11

---

Entry ii
Density functional theory data (ωB97M-V/def2-TZVPD) for 3 unconnected molecules or ions with the total composition C3H11NO2.

Bonds (Å) are listed after each position.
Atoms and positions in Å:
1 O 2.1332 0.0863 -2.5740  H5 0.953, H14 0.943
2 H -2.3708 1.8131 0.5471  O17 0.972
3 C -0.4714 -0.9589 0.7724  N10 1.490, H12 1.092, H13 1.100, C15 1.501
4 H -0.4115 1.2645 0.4913  C15 1.095
5 H 1.5749 0.7072 -2.1152  O1 0.953
6 H -1.3441 -2.0454 -0.6462  N10 1.016
7 H 0.0092 -1.4532 -1.0918  N10 1.016
8 C 1.3817 0.6854 1.3542  H9 1.089, C15 1.363, H16 1.087
9 H 1.8853 0.1087 2.1292  C8 1.089
10 N -0.8576 -1.1541 -0.6535  C3 1.490, H6 1.016, H7 1.016
11 H -2.4084 0.5622 -0.3754  O17 0.974
12 H 0.2400 -1.6761 1.1864  C3 1.092
13 H -1.4082 -1.0502 1.3408  C3 1.100
14 H 2.7523 -0.1136 -1.8913  O1 0.943
15 C 0.1105 0.4143 0.9432  C3 1.501, H4 1.095, C8 1.363
16 H 2.0098 1.3811 0.8042  C8 1.087
17 O -2.8247 1.4287 -0.2216  H2 0.972, H11 0.974

Expectation value of S²   0.754
HOMO (alpha / beta)   -15.025 / -15.016 eV
2S+1   2
Charge   +1
E_LUMO (alpha / beta)   -6.44 / -9.42 eV
Frontier orbital gap (alpha / beta)   0.3154 / 0.2056 hartree

Atom charges from the Löwdin analysis, given in e for atoms 1 to 8: -0.01, 0.03, -0.21, 0.13, 0.01, 0.10, 0.08, 0.26

---

Which structure loses on stability? entry ii does.

---

Entry i
Density functional theory data (ωB97M-V/def2-TZVPD) for 2 unconnected molecules or ions with the total composition CH4OS2.

Bonds (Å) are listed after each position.
Atoms and positions in Å:
1 H 0.4627 -0.1170 -1.2972  C6 1.046
2 O 1.5738 -1.3668 -0.2633  H5 1.049, C6 1.389
3 H -2.5326 0.9929 2.9538  S4 1.331
4 S -2.4236 0.0800 1.9917  H3 1.331, S8 2.010
5 H 1.9520 -1.5105 0.7046  O2 1.049
6 C 0.9156 -0.1466 -0.3544  H1 1.046, O2 1.389, H7 1.075
7 H 1.3820 0.7155 0.0880  C6 1.075
8 S -1.5383 0.9061 0.3880  S4 2.010

HOMO (alpha / beta)   -7.874 / -8.334 eV
E_LUMO (alpha / beta)   -1.24 / 0.21 eV
Frontier orbital gap (alpha / beta)   0.2437 / 0.3141 hartree

How is the electron density shared among the atoms? According to Löwdin, the charges in e are: 0.03, -0.09, -0.22, 0.16, 0.16, -0.16, 0.05, 0.07

---

Entry ii
Density functional theory data (ωB97M-V/def2-TZVPD) for 2 unconnected molecules or ions with the total composition CH4OS2.

Bonds (Å) are listed after each position.
Atoms and positions in Å:
1 H -1.1814 0.4222 -0.1114  H3 0.743
2 H 0.2150 0.4033 1.5975  C8 1.076
3 H -1.3144 0.3172 -0.8345  H1 0.743
4 S 1.5153 -1.2850 0.5494  O7 1.558, C8 1.648
5 S 1.4418 1.5880 -0.0721  C8 1.697
6 H 2.2480 -0.0126 -0.6784  O7 0.964
7 O 2.4987 -0.9407 -0.6085  S4 1.558, H6 0.964
8 C 0.9424 0.2356 0.8224  H2 1.076, S4 1.648, S5 1.697

HOMO   -9.128 eV
E_LUMO   -0.52 eV
Frontier orbital gap   0.3165 hartree

How is the electron density shared among the atoms? According to Löwdin, the charges in e are: 0.02, 0.01, 0.07, 0.93, 0.61, -0.15, -0.46, -1.02

---

Which structure loses on stability? entry i does.

---

Entry i
Density functional theory data (ωB97M-V/def2-TZVPD) for 2 unconnected molecules or ions with the total composition C2H8NO.

Bonds (Å) are listed after each position.
Atoms and positions in Å:
1 H -0.4119 -3.2248 0.7672  C6 1.129
2 H 0.9544 -2.5109 1.6741  C6 1.106
3 H -0.2836 4.2879 -1.5208  O7 1.017
4 H -0.3354 -0.6071 1.3452  N5 0.937
5 N -0.1131 -1.0172 0.5324  H4 0.937, C6 1.530, C8 1.274
6 C 0.4031 -2.4454 0.7170  H1 1.129, H2 1.106, N5 1.530, H12 1.138
7 O -0.5962 3.9638 -0.6091  H3 1.017, H10 0.905
8 C -0.1481 -0.4286 -0.5973  N5 1.274, H9 1.035, H11 1.134
9 H 0.3717 -0.8308 -1.3971  C8 1.035
10 H -0.6595 4.7334 -0.1370  O7 0.905
11 H -0.4326 0.6588 -0.7452  C8 1.134
12 H 1.2511 -2.5789 -0.0295  C6 1.138

HOMO   -14.514 eV
Charge   +1
E_LUMO   -5.49 eV
Frontier orbital gap   0.3315 hartree

Atom charges from the Löwdin analysis, given in e for atoms 1 to 8: 0.13, 0.10, 0.09, 0.11, 0.05, 0.02, -0.06, 0.20

---

Entry ii
Density functional theory data (ωB97M-V/def2-TZVPD) for 2 unconnected molecules or ions with the total composition C2H8NO.

Bonds (Å) are listed after each position.
Atoms and positions in Å:
1 N 0.6199 -0.4677 0.5059  H3 1.030, C9 1.300, H11 1.018
2 H 0.3930 -1.9881 -2.0373  O7 0.968
3 H 0.3498 -1.3814 0.1134  N1 1.030
4 H -0.8498 -2.7929 -1.7726  O7 0.966
5 H 0.0170 1.8896 1.8514  C6 1.094
6 C -0.0795 1.8346 0.7632  H5 1.094, H8 1.098, C9 1.449, H10 1.090
7 O -0.4018 -1.9866 -1.4853  H2 0.968, H4 0.966
8 H -0.7924 2.4711 0.2230  C6 1.098
9 C -0.2755 0.4607 0.3465  N1 1.300, C6 1.449, H12 1.095
10 H 0.8899 2.1974 0.4226  C6 1.090
11 H 1.2754 -0.3222 1.2713  N1 1.018
12 H -1.1460 0.0855 -0.2021  C9 1.095

HOMO   -16.560 eV
Charge   +1
E_LUMO   -4.96 eV
Frontier orbital gap   0.4263 hartree

Atom charges from the Löwdin analysis, given in e for atoms 1 to 8: 0.21, 0.08, 0.11, 0.08, 0.12, -0.01, -0.04, 0.11

---

Entry iii
Density functional theory data (ωB97M-V/def2-TZVPD) for 2 unconnected molecules or ions with the total composition C2H8NO.

Bonds (Å) are listed after each position.
Atoms and positions in Å:
1 N -1.0846 0.6080 -1.0205  C2 1.284, H11 1.012, H12 1.010
2 C 0.0698 1.0671 -0.6972  N1 1.284, H9 1.092, C10 1.454
3 H -0.0543 0.3668 1.1795  C10 1.094
4 O 0.2379 -2.0092 0.8097  H5 0.955, H7 0.963
5 H 1.0908 -2.2884 1.1372  O4 0.955
6 H 1.5656 0.1994 0.4748  C10 1.085
7 H -0.2989 -2.5709 1.3793  O4 0.963
8 H 1.0289 1.7774 1.1046  C10 1.092
9 H 0.6686 1.4411 -1.5297  C2 1.092
10 C 0.7180 0.8672 0.5884  C2 1.454, H3 1.094, H6 1.085, H8 1.092
11 H -1.5162 0.8031 -1.9145  N1 1.012
12 H -1.7384 0.3836 -0.2843  N1 1.010

HOMO   -15.537 eV
Charge   +1
E_LUMO   -5.02 eV
Frontier orbital gap   0.3865 hartree

Atom charges from the Löwdin analysis, given in e for atoms 1 to 8: 0.25, -0.07, 0.08, -0.05, 0.05, 0.11, 0.06, 0.12

---

Which structure loses on stability? entry i does.

---

Entry i
Density functional theory data (ωB97M-V/def2-TZVPD) for 2 unconnected molecules or ions with the total composition C2H8NO.

Bonds (Å) are listed after each position.
Atoms and positions in Å:
1 H -0.0010 -0.7331 -1.6900  C6 1.089
2 H -0.2926 0.5931 0.1524  N4 1.045
3 C 1.1285 -0.2100 1.3110  N4 1.263, H7 1.077, H11 1.082
4 N 0.3261 -0.2293 0.3360  H2 1.045, C3 1.263, C6 1.465
5 H -2.0774 1.6960 -1.1586  O12 0.966
6 C 0.3289 -1.1992 -0.7626  H1 1.089, N4 1.465, H8 1.091, H10 1.079
7 H 1.1199 0.6231 1.9942  C3 1.077
8 H -0.3836 -2.0001 -0.5600  C6 1.091
9 H -1.8288 2.3830 0.1981  O12 0.973
10 H 1.2992 -1.6628 -0.8522  C6 1.079
11 H 1.8113 -1.0332 1.4775  C3 1.082
12 O -1.4304 1.7723 -0.4457  H5 0.966, H9 0.973

HOMO   -16.615 eV
Charge   +1
E_LUMO   -4.80 eV
Frontier orbital gap   0.4343 hartree

Atom charges from the Löwdin analysis, given in e for atoms 1 to 8: 0.11, 0.11, 0.18, 0.00, 0.08, 0.00, 0.12, 0.11

---

Entry ii
Density functional theory data (ωB97M-V/def2-TZVPD) for 4 unconnected molecules or ions with the total composition C2H8NO.

Bonds (Å) are listed after each position.
Atoms and positions in Å:
1 O 0.0118 1.3462 -2.1486  H4 0.992, H8 0.970
2 C -0.0665 0.6974 -5.2507  H5 1.092, N9 1.406, H10 1.092
3 H -0.0857 -1.8447 -3.9666  C11 1.101
4 H 0.0592 0.7117 -2.9095  O1 0.992
5 H -0.8003 0.2098 -5.8966  C2 1.092
6 H -2.0032 -0.6474 19.4790  no bonds
7 H 1.3733 -1.3997 -3.0253  C11 1.121
8 H 0.8828 1.5697 -1.7863  O1 0.970
9 N 0.9824 -0.1615 -4.8780  C2 1.406, C11 1.388
10 H 0.1925 1.7446 -5.4201  C2 1.092
11 C 0.7300 -1.1086 -3.8954  H3 1.101, H7 1.121, N9 1.388
12 H -1.2763 -1.1175 19.6981  no bonds

HOMO   -14.234 eV
Charge   +1
E_LUMO   -8.72 eV
Frontier orbital gap   0.2028 hartree

Atom charges from the Löwdin analysis, given in e for atoms 1 to 8: -0.04, 0.28, 0.12, -0.03, 0.13, 0.00, 0.13, 0.07

---

Entry iii
Density functional theory data (ωB97M-V/def2-TZVPD) for 2 unconnected molecules or ions with the total composition C2H8NO.

Bonds (Å) are listed after each position.
Atoms and positions in Å:
1 N -0.7314 0.0968 0.3628  H3 0.995, C4 1.287, H10 1.074
2 H 0.0019 -2.2613 -1.6152  C5 1.118
3 H -0.2971 0.6180 1.0909  N1 0.995
4 C 0.0178 -0.4529 -0.5273  N1 1.287, C5 1.409, H12 1.085
5 C -0.5216 -1.2762 -1.5356  H2 1.118, C4 1.409, H8 1.143, H11 1.137
6 O 1.1111 1.7135 1.9699  H7 1.015, H9 0.976
7 H 1.5039 1.5794 2.8966  O6 1.015
8 H -1.6385 -1.4166 -1.3374  C5 1.143
9 H 1.6514 2.3187 1.4271  O6 0.976
10 H -1.7996 0.0358 0.2652  N1 1.074
11 H -0.3784 -0.7157 -2.5140  C5 1.137
12 H 1.0804 -0.2398 -0.4830  C4 1.085

HOMO   -16.000 eV
Charge   +1
E_LUMO   -4.68 eV
Frontier orbital gap   0.4160 hartree

Atom charges from the Löwdin analysis, given in e for atoms 1 to 8: 0.23, 0.13, 0.08, -0.13, -0.04, -0.09, 0.11, 0.13

---

Which structure loses on stability? entry ii does.

---

Entry i
Density functional theory data (ωB97M-V/def2-TZVPD) for 2 unconnected molecules or ions with the total composition C4H9O2P.

Bonds (Å) are listed after each position.
Atoms and positions in Å:
1 H 0.6665 -1.8206 -0.5907  C3 1.065
2 H -1.7249 0.6131 0.5806  C5 1.067
3 C 1.1567 -1.0795 -0.0030  H1 1.065, C7 1.498, O11 1.485, H12 1.093
4 H 0.2222 -0.0117 -2.3725  P9 1.424
5 C -1.4208 -0.3707 0.3010  H2 1.067, C7 1.640, H14 1.093, H16 1.134
6 H -0.2383 2.0964 -0.0235  C8 1.159
7 C 0.1781 -0.0319 0.4321  C3 1.498, C5 1.640, C8 1.537, H10 1.095
8 C 0.4626 1.2434 -0.3777  H6 1.159, C7 1.537, P9 1.703
9 P 1.2902 0.7110 -1.7679  H4 1.424, C8 1.703, O11 1.600, O13 1.474
10 H 0.2518 0.2601 1.4851  C7 1.095
11 O 2.0513 -0.4875 -1.0305  C3 1.485, P9 1.600
12 H 1.8015 -1.6641 0.6588  C3 1.093
13 O 2.0442 1.6010 -2.6691  P9 1.474
14 H -1.7313 -0.8312 -0.6408  C5 1.093
15 H 2.0311 2.2053 0.4336  no bonds
16 H -1.6320 -0.9869 1.2294  C5 1.134

HOMO (alpha / beta)   -9.954 / -9.731 eV
E_LUMO (alpha / beta)   -0.84 / -0.76 eV
Frontier orbital gap (alpha / beta)   0.3351 / 0.3299 hartree

Atom charges from the Löwdin analysis, given in e for atoms 1 to 8: 0.10, 0.04, -0.17, 0.07, -0.03, 0.10, -0.41, -0.21

---

Entry ii
Density functional theory data (ωB97M-V/def2-TZVPD) for a single C4H9O2P molecule.

Bonds (Å) are listed after each position.
Atoms and positions in Å:
1 H -0.0429 1.6357 0.5277  C6 1.065
2 C 1.8078 0.1172 0.2540  H4 1.111, H5 1.071, C7 1.489, H15 1.100
3 O -1.5036 -1.1765 -0.0857  P10 1.604, C11 1.404
4 H 2.2755 -0.8812 0.3927  C2 1.111
5 H 2.5685 0.5922 -0.3317  C2 1.071
6 C -0.4753 1.0960 -0.2823  H1 1.065, C7 1.562, P10 1.850, H13 1.309
7 C 0.5591 -0.0460 -0.5406  C2 1.489, C6 1.562, C11 1.498, H12 1.115
8 H 0.1452 -2.1583 -1.0157  C11 1.207
9 O -3.3350 0.5935 -0.0317  P10 1.453
10 P -1.9853 0.2739 0.4004  O3 1.604, C6 1.850, O9 1.453, H14 1.444
11 C -0.1109 -1.3337 -0.1723  O3 1.404, C7 1.498, H8 1.207, H16 1.043
12 H 0.8591 0.1032 -1.6039  C7 1.115
13 H -0.9021 1.8459 -1.2661  C6 1.309
14 H -1.6075 0.2731 1.7944  P10 1.444
15 H 1.6787 0.7281 1.1597  C2 1.100
16 H 0.0687 -1.6633 0.8010  C11 1.043

HOMO   -10.416 eV
E_LUMO   0.78 eV
Frontier orbital gap   0.4114 hartree

Atom charges from the Löwdin analysis, given in e for atoms 1 to 8: 0.04, -0.09, -0.26, 0.10, 0.07, -0.21, -0.43, 0.18

---

Which structure loses on stability? entry i does.

---

Entry i
Density functional theory data (ωB97M-V/def2-TZVPD) for a single C3H5N3S2 molecule.

Bonds (Å) are listed after each position.
Atoms and positions in Å:
1 H -1.5317 -1.8595 0.4729  C13 1.097
2 C 2.0526 -0.0837 0.0338  N8 1.345, S9 1.665, N10 1.386
3 H -1.4448 -1.3877 -1.1988  C13 1.094
4 H -0.5351 1.4667 -0.7270  N5 1.063
5 N 0.0823 0.9968 -0.0005  H4 1.063, C6 1.393, N10 1.351
6 C -0.0213 -0.3926 -0.0121  N5 1.393, N8 1.267, C13 1.468
7 H -2.5903 0.2613 1.4072  S12 1.368
8 N 1.0813 -1.0137 0.0450  C2 1.345, C6 1.267
9 S 3.7121 -0.2186 0.0593  C2 1.665
10 N 1.4184 1.1351 -0.1450  C2 1.386, N5 1.351, H11 0.991
11 H 1.8631 1.9539 0.1937  N10 0.991
12 S -2.7386 0.1397 0.0524  H7 1.368, C13 1.812
13 C -1.3481 -0.9978 -0.1809  H1 1.097, H3 1.094, C6 1.468, S12 1.812

HOMO   -8.214 eV
E_LUMO   0.15 eV
Frontier orbital gap   0.3074 hartree

Atom charges from the Löwdin analysis, given in e for atoms 1 to 8: 0.09, -0.91, 0.09, 0.16, 0.04, -0.42, -0.10, 0.14

---

Entry ii
Density functional theory data (ωB97M-V/def2-TZVPD) for 2 unconnected molecules or ions with the total composition C3H5N3S2.

Bonds (Å) are listed after each position.
Atoms and positions in Å:
1 H -3.4973 -0.7905 1.2015  N8 1.069
2 H -1.8712 -0.5735 1.8660  N8 0.988
3 S -1.8914 -0.4025 -1.7115  C13 1.650
4 S 1.1903 -0.2810 -0.6859  N11 1.660, C12 1.881
5 H 2.9729 0.8527 0.3704  C12 1.123
6 N 0.1299 0.0604 1.5715  C10 1.289, N11 1.335
7 H 0.8766 1.7277 2.2935  C10 1.050
8 N -2.4387 -0.7227 1.0713  H1 1.069, H2 0.988, C13 1.256
9 H 1.7923 2.0246 -0.3204  C12 1.082
10 C 1.0152 0.9969 1.5529  N6 1.289, H7 1.050, C12 1.529
11 N 0.2226 -0.8040 0.5579  S4 1.660, N6 1.335
12 C 1.8922 1.1518 0.3106  S4 1.881, H5 1.123, H9 1.082, C10 1.529
13 C -1.9507 -0.6724 -0.0848  S3 1.650, N8 1.256

HOMO (alpha / beta)   -6.934 / -6.921 eV
E_LUMO (alpha / beta)   -0.17 / -0.18 eV
Frontier orbital gap (alpha / beta)   0.2487 / 0.2478 hartree

Atom charges from the Löwdin analysis, given in e for atoms 1 to 8: 0.17, 0.07, 0.62, 0.79, 0.07, -0.13, 0.08, 0.08

---

Entry iii
Density functional theory data (ωB97M-V/def2-TZVPD) for a single C3H5N3S2 molecule.

Bonds (Å) are listed after each position.
Atoms and positions in Å:
1 H -2.5110 1.4889 -0.1991  C6 1.077
2 S 2.6002 -0.4277 0.2163  C11 1.617
3 N -0.5172 1.9873 -0.2988  N5 1.427, C6 1.281
4 H -3.3295 -1.1585 -0.5403  C9 1.092
5 N 0.6899 1.3539 0.1217  N3 1.427, H10 1.045, C11 1.355
6 C -1.4890 1.2029 -0.0138  H1 1.077, N3 1.281, N8 1.420
7 S -0.1464 -1.0956 -0.4802  N8 1.777, C11 1.755
8 N -1.5110 -0.1976 0.2195  C6 1.420, S7 1.777, C9 1.505
9 C -2.8224 -0.9156 0.3953  H4 1.092, N8 1.505, H12 1.160, H13 1.121
10 H 1.4719 2.0473 0.1062  N5 1.045
11 C 1.0644 0.0535 0.0616  S2 1.617, N5 1.355, S7 1.755
12 H -2.6646 -1.9290 0.9363  C9 1.160
13 H -3.3779 -0.1252 0.9633  C9 1.121

HOMO   -8.579 eV
E_LUMO   -0.07 eV
Frontier orbital gap   0.3125 hartree

Atom charges from the Löwdin analysis, given in e for atoms 1 to 8: 0.11, 0.62, 0.07, 0.07, -0.11, -0.25, 0.93, -0.45

---

Which structure loses on stability? entry ii does.